1.
Computed, not measured: a molecular structure, C41H44BaF3N7O2S2Sb in a non-equilibrium geometry, with ωB97M-V with the def2-TZVPD basis set.

For the total energy, the calculation gives -94813.3834 eV. For the HOMO energy, the calculation gives -4.3056 eV. The calculation puts the max |F| at 2.1 eV/A. The net charge is -1. For the frontier orbital gap, the calculation gives 0.21404 hartree. The energy above the lowest of the compared OMol25 structures with the same formula, charge and spin is 44.5 kcal/mol.

Last column: Mulliken charge in e.
Positions of all 101 atoms, in Å:
N 2.48496 -1.95673 -0.20875  0.21
C 0.67177 4.13310 2.32912  -0.90
C -1.13692 -4.58658 2.22594  -1.36
N 4.42788 -0.63168 0.28730  -0.88
H 4.82013 2.89007 6.15454  0.36
H 1.77223 5.34359 -1.96613  0.25
H 2.01865 6.32412 1.78073  0.43
H -1.59172 1.76068 4.59877  0.35
C -4.19870 1.66935 -3.28385  -0.38
H 7.45027 2.98238 1.08618  0.38
H 2.33351 0.46821 -2.30878  0.24
H -4.65712 4.04301 2.63044  0.39
F -5.32309 -1.69987 -2.79080  -0.20
H -0.34577 3.30533 0.30558  -0.96
H 0.59560 3.04624 2.34513  -0.11
H 4.51194 -5.11761 0.75169  0.39
H -1.57953 -5.57396 2.08689  0.45
H 3.34767 4.39667 -3.60876  0.36
C -2.82845 -0.13801 -2.43834  -0.07
H 6.40016 0.76545 0.71800  0.50
C 2.78145 3.74018 -2.95749  -0.80
C 2.19177 1.16084 3.65217  -0.76
H 0.91433 -3.23786 -0.58554  0.48
C 3.86397 2.75817 6.66025  -1.64
C 1.32027 6.00558 1.00198  -1.38
H -0.28301 4.88106 -0.47845  0.58
H -1.31226 2.71910 -1.91740  0.26
C 5.79406 1.64657 0.87151  -0.44
H -3.46950 3.36975 4.74222  0.40
C -1.54021 -4.85060 -0.84824  -1.32
O 0.77184 -1.11510 2.29018  -0.45
C -1.76389 1.55936 2.45509  -0.62
H -2.15550 -5.67826 -0.49411  0.40
F -5.02739 -0.93043 -4.78880  -0.28
C 2.92981 2.36289 -3.03429  -0.85
H 1.37477 4.43151 3.11228  0.40
C -3.17438 2.96188 3.78265  -0.68
H -4.03954 -4.53572 1.09858  0.39
H 6.03441 4.97723 1.42953  0.43
H -5.10556 2.00802 -3.76867  0.45
H -0.04993 -4.67476 2.26438  0.32
C 1.94276 -3.17593 -0.24333  -0.27
Sb -1.70405 -3.26180 0.59451  0.62
H 3.93547 2.35258 3.96425  0.35
N -1.92092 0.77803 -2.03319  0.30
C -3.80366 -3.48454 0.93350  -1.23
C 4.53291 -2.98859 0.49255  -0.67
H -3.89143 3.04111 0.49077  0.41
S -0.05117 -0.30744 3.19539  1.19
H 3.54874 4.74866 1.41681  0.29
C -5.15427 -0.57592 -3.48383  0.74
H -4.33493 -3.10943 0.06033  0.27
S -2.36887 -1.79770 -2.25419  -0.42
H 2.09703 -5.28331 0.06940  0.44
H 3.62312 1.92908 -3.74891  0.36
C -3.40622 2.78218 1.42732  -0.31
C 1.17128 3.42574 -1.17766  -0.07
C 2.90743 1.96315 5.81386  0.80
C 1.25867 2.01850 -1.24079  1.74
C 1.10168 0.53919 4.24563  -0.50
N -2.40413 1.91461 1.33421  0.16
C 3.75546 -1.88222 0.17164  0.14
C 3.94506 -4.23716 0.47830  -0.49
C 0.90813 0.61299 5.61456  -0.27
C 3.60565 2.64694 1.08537  0.66
N 1.15823 4.57103 1.03738  1.48
N 3.71603 0.28949 0.69986  1.16
C 3.08722 1.86808 4.43512  -0.61
H 5.56734 -2.83450 0.76459  0.47
Ba -0.01665 -0.32511 -0.06399  1.73
C -4.03084 0.31552 -3.03251  -0.03
H 1.72555 6.31695 0.03952  0.27
C 0.33917 4.06146 -0.08300  -0.79
H 1.66871 1.37934 7.46332  0.38
C 2.61477 -4.33487 0.10526  -0.66
H -0.32018 4.55032 2.58267  0.34
C 6.37155 2.88617 1.07809  -0.69
C 2.17504 1.54562 -2.19692  -1.06
N -0.68595 0.73353 2.22104  1.04
H -3.31747 3.63449 -3.10094  0.44
H -1.47218 -4.16071 3.17194  0.37
C -2.12740 2.06670 3.71047  -0.51
H 0.06094 0.10778 6.05980  0.58
H 0.36715 6.54408 1.16234  0.29
H 4.04760 2.26850 7.61739  0.40
H 2.52995 2.54546 1.06278  0.55
H 3.46194 3.75171 6.87148  0.31
C -3.22292 2.57466 -2.91106  -1.11
C 5.57260 4.00942 1.27580  -0.80
F -6.34538 0.08458 -3.41065  -0.30
C 4.40444 1.53595 0.86917  -0.23
C -3.83507 3.34091 2.61989  -0.78
O -0.96853 -1.00244 4.06487  -0.75
H -4.09062 -2.90529 1.81039  0.37
H -1.87558 -4.53538 -1.83392  0.44
C 1.89240 4.26462 -2.02851  -0.77
H -0.50486 -5.18983 -0.91288  0.33
C 4.19208 3.88955 1.27791  -0.73
H 2.34081 1.07885 2.58171  0.41
C 1.81352 1.32393 6.39008  -0.80
C -2.10793 2.06797 -2.26112  -0.29

2.
Computed, not measured: a molecular structure, C14H12O2PS4SbW, with ωB97M-V with the def2-TZVPD basis set.

For the total energy, the calculation gives -79785.4900 eV. For the HOMO energy, the calculation gives -15.8478 eV. The calculation puts the max |F| at 0.6 eV/A. The net charge is +2. For the frontier orbital gap, the calculation gives 0.24278 hartree. The energy above the lowest of the compared OMol25 structures with the same formula, charge and spin is 0.0 kcal/mol.

Last column: Mulliken charge in e.
Positions of all 35 atoms, in Å:
C -1.17454 2.59927 -1.59300  -0.87
C 1.82786 -0.54891 0.12971  0.69
H -2.96297 3.00582 -2.70913  0.45
H -2.35067 -1.09591 -1.73010  0.32
C 2.51348 0.00926 -0.95375  -0.30
C -0.83943 0.28781 -0.98203  0.24
S -2.50678 3.31798 4.96805  -0.26
H 1.97725 -1.42329 2.10678  0.47
H -0.17153 -2.82805 -1.43023  0.52
C 2.50778 -0.97170 1.27626  -0.33
Sb -2.27680 1.62218 3.63740  0.74
H 0.38092 -3.21507 0.19613  0.44
C -0.30540 -2.58200 -0.37530  -0.57
C 3.88160 -0.81828 1.33985  -0.83
O -2.36372 -3.84233 -0.15637  -0.40
C 4.56496 -0.25168 0.27024  -0.48
C -2.77793 0.91494 -2.27792  -0.85
W -1.72557 -0.18041 1.55824  1.77
C 3.88739 0.15798 -0.87187  -0.82
H 5.63879 -0.13292 0.32498  0.43
H -3.68542 0.64651 -2.80115  0.47
C -2.36317 2.24314 -2.22943  -0.40
H 4.43100 0.58819 -1.70162  0.44
P 0.09157 -0.85904 0.00633  0.30
S -2.70744 -0.73318 3.62550  -0.21
O -2.27167 -1.81052 0.80148  -0.57
H 1.98718 0.31777 -1.84862  0.46
C -2.02233 -0.06644 -1.66711  0.10
S -3.06365 1.60208 1.22882  -0.21
H 4.41945 -1.14168 2.22019  0.44
C -1.72277 -2.88605 0.05715  0.35
S -0.03995 0.89773 2.57951  -0.15
C -0.41892 1.63472 -0.96563  -0.30
H -0.85064 3.63097 -1.58425  0.45
H 0.49206 1.91110 -0.44911  0.45

3.
Computed, not measured: 2 unconnected molecules or ions with the total composition H4O2 in a non-equilibrium geometry, with ωB97M-V with the def2-TZVPD basis set.

Its SMILES is O.O. For the total energy, the calculation gives -4159.6171 eV. For the HOMO energy, the calculation gives -11.0850 eV. The calculation puts the max |F| at 2.6 eV/A. The net charge is 0. For the frontier orbital gap, the calculation gives 0.43125 hartree. The energy above the lowest of the compared OMol25 structures with the same formula, charge and spin is 7.4 kcal/mol.

Last column: Mulliken charge in e.
Positions of all 6 atoms, in Å:
H -0.87206 1.49666 1.39667  0.32
H -0.58553 0.23833 0.35927  0.34
O 1.14047 -0.84230 -0.63392  -0.65
H 0.56960 -1.55823 -0.30484  0.33
H 1.73667 -1.20883 -1.32489  0.32
O -1.24655 0.97131 0.61814  -0.65

4.
Computed, not measured: a molecular structure, C4H8NO3 in a non-equilibrium geometry, with ωB97M-V with the def2-TZVPD basis set.

For the total energy, the calculation gives -11907.4381 eV. For the HOMO energy, the calculation gives -4.5065 eV. The calculation puts the max |F| at 5.0 eV/A. The net charge is -1. For the frontier orbital gap, the calculation gives 0.27774 hartree. The energy above the lowest of the compared OMol25 structures with the same formula, charge and spin is 135.0 kcal/mol.

Last column: Mulliken charge in e.
Positions of all 16 atoms, in Å:
C -0.37046 -1.42793 0.06673  -0.37
C 0.40895 -0.43392 0.74517  -0.41
C -1.68633 -0.94265 -0.49520  0.11
C 3.01689 -0.85806 0.32930  0.61
O -2.68835 -1.58068 -0.96734  -0.65
H -0.47023 -2.45775 0.36162  0.40
H -3.45163 5.47254 -0.55148  0.00
H 0.58166 -0.60390 1.80996  0.37
H -2.70611 5.53931 -0.53707  0.00
O 3.39577 -1.02149 1.51564  -0.71
H -0.55750 -0.72315 -1.16838  0.09
H -0.17148 0.51446 0.74955  0.22
H -2.01349 0.08114 -0.11988  0.28
H 1.55744 -0.27689 -0.99862  0.27
N 1.67301 -0.07879 0.06663  -0.44
O 3.48185 -1.20223 -0.80661  -0.75